# 1
ORCA calculation (the ωB97M-V functional and the def2-TZVPD basis) on a molecular structure, C38H46BaOP2Si at a distorted geometry.

## Properties
- Energy: -2548.3804 Eh
- Lowest unoccupied orbital energy: -0.426 eV
- Energy relative to the best compared isomer or geometry (same formula, charge and spin): 50.78 kcal/mol
- HOMO energy: -5.7 eV

Geometry (Å):
Ba  -0.444  0.050  0.228
C  1.523  0.434  1.929
C  1.560  1.523  1.218
C  2.530  1.854  0.134
C  2.294  1.417  -1.375
C  1.794  0.000  -1.593
C  1.992  -1.022  -0.882
C  2.894  -1.148  0.323
C  2.327  -0.822  1.773
C  -1.501  -1.067  -1.612
H  0.623  0.262  2.665
H  0.700  2.308  1.321
H  3.473  1.440  0.487
H  2.638  2.953  0.141
H  1.667  2.186  -1.861
H  3.269  1.450  -1.901
H  1.089  -0.044  -2.499
H  1.457  -2.016  -1.123
H  3.755  -0.503  0.128
H  3.282  -2.186  0.364
H  1.834  -1.732  2.154
H  3.171  -0.614  2.450
H  -2.162  -1.503  -0.819
H  -0.768  -1.659  -2.079
H  -1.817  -0.099  -2.021
P  -0.424  7.997  -5.610
P  0.130  5.525  -8.322
C  1.044  7.621  -6.571
C  1.273  6.616  -7.479
C  -0.339  9.829  -5.358
C  0.858  10.551  -5.359
C  0.838  11.944  -5.182
C  -0.370  12.616  -4.993
C  -1.578  11.894  -4.986
C  -1.564  10.513  -5.178
C  0.129  7.371  -3.960
C  0.263  5.975  -3.833
C  0.649  5.415  -2.615
C  0.886  6.241  -1.503
C  0.738  7.625  -1.627
C  0.364  8.194  -2.851
C  0.551  5.973  -10.078
C  0.169  7.258  -10.514
C  0.425  7.664  -11.822
C  1.046  6.785  -12.724
C  1.411  5.504  -12.300
C  1.168  5.096  -10.982
C  0.894  3.853  -8.179
C  0.018  2.744  -8.200
C  0.522  1.450  -8.082
C  1.904  1.246  -7.921
C  2.768  2.342  -7.889
C  2.267  3.648  -8.023
H  1.923  8.232  -6.283
H  2.317  6.526  -7.856
H  1.807  10.040  -5.494
H  1.777  12.503  -5.195
H  -0.385  13.700  -4.858
H  -2.523  12.414  -4.843
H  -2.500  9.948  -5.197
H  0.060  5.327  -4.689
H  0.757  4.333  -2.525
H  1.180  5.800  -0.547
H  0.913  8.272  -0.767
H  0.262  9.274  -2.937
H  -0.332  7.939  -9.822
H  0.134  8.662  -12.148
H  1.238  7.100  -13.752
H  1.887  4.813  -12.995
H  1.466  4.099  -10.661
H  -1.058  2.912  -8.303
H  -0.156  0.599  -8.104
H  2.294  0.232  -7.814
H  3.841  2.188  -7.756
H  2.949  4.493  -8.005
C  -2.682  -3.490  2.415
Si  -0.843  -3.043  2.516
C  -0.587  -1.990  4.096
C  0.159  -4.642  2.755
O  -0.365  -2.240  1.231
H  -2.998  -4.025  3.309
H  -2.832  -4.115  1.534
H  -3.255  -2.569  2.310
H  -0.926  -2.540  4.974
H  0.472  -1.753  4.197
H  -1.163  -1.069  3.991
H  0.010  -5.268  1.874
H  1.214  -4.382  2.838
H  -0.165  -5.174  3.649

Mulliken population analysis, charges in e, atoms 1 to 5:
1. Ba 1.6393
2. C -1.3608
3. C -0.2088
4. C -0.6430
5. C 0.4181

# 2
ORCA calculation (the ωB97M-V functional and the def2-TZVPD basis) on 2 unconnected molecules or ions with the total composition C4H11NO3S at a distorted geometry.

## Properties
- Energy: -837.5882 Eh
- Lowest unoccupied orbital energy: 0.483 eV
- Energy relative to the best compared isomer or geometry (same formula, charge and spin): 49.75 kcal/mol
- HOMO energy: -8.1 eV

Geometry (Å):
C  -2.023  -1.171  -0.831
C  -0.912  -1.262  1.279
C  -1.077  1.855  -0.976
C  -1.296  -0.541  0.289
N  -1.129  0.821  0.156
O  2.136  -0.125  1.464
O  3.647  0.923  -0.399
O  3.569  -1.509  0.150
S  3.630  -0.250  0.809
H  -3.091  -0.976  -0.715
H  -1.789  -0.739  -1.757
H  -1.876  -2.222  -0.886
H  -0.415  -0.898  2.235
H  3.758  1.884  -0.186
H  -1.191  -2.263  1.164
H  -1.169  1.493  -1.982
H  -1.832  2.584  -0.771
H  -0.059  2.193  -0.908
H  -0.396  1.076  0.828
H  1.515  -0.873  1.037

Mulliken population analysis, charges in e, atoms 1 to 5:
1. C -1.4203
2. C -1.5290
3. C -0.7946
4. C 1.2087
5. N -0.3613